No. 1
Below is a cluster of 3 separate species, C18H36N3O4 in total in a non-equilibrium geometry, with properties calculated with ωB97M-V with the def2-TZVPD basis set.

LUMO: -3.69 eV
Kohn-Sham gap: 8.73 eV
Total charge: +1
HOMO: -0.456 hartree

Last column: Löwdin charge in e.
Cartesian coordinates (Å):
C -1.008 -4.796 1.378  -0.015
C -1.842 -5.659 0.216  -0.277
O -1.683 -7.002 0.171  -0.024
O -2.662 -4.868 -0.714  -0.119
C -2.559 -5.345 -2.101  -0.188
C -1.037 -5.407 -2.707  -0.163
C -0.421 -3.917 -3.115  -0.197
C 0.663 -3.332 -2.026  -0.154
C 0.343 -1.724 -1.858  -0.255
C 1.461 -0.898 -0.978  -0.152
N 1.140 0.588 -1.087  0.061
C -0.339 0.867 -0.935  -0.156
N -0.756 1.965 -0.189  0.186
N -1.465 0.033 -1.556  0.050
C -1.145 -1.424 -1.163  -0.137
H -0.887 -3.704 0.929  0.057
H 0.092 -5.200 1.527  0.107
H -1.618 -4.689 2.371  0.099
H -3.150 -4.554 -2.771  0.140
H -3.114 -6.378 -2.300  0.147
H -1.119 -5.994 -3.744  0.131
H -0.267 -6.011 -2.062  0.122
H 0.153 -4.062 -4.139  0.120
H -1.301 -3.157 -3.351  0.110
H 1.738 -3.476 -2.524  0.135
H 0.617 -3.946 -1.030  0.108
H 0.291 -1.253 -2.929  0.155
H 2.568 -1.057 -1.369  0.152
H 1.376 -1.285 0.126  0.128
H 1.586 1.016 -0.235  0.118
H -0.247 2.875 -0.137  0.116
H -1.684 1.866 0.287  0.148
H -2.356 0.278 -1.056  0.129
H -1.976 -2.175 -1.520  0.133
H -0.999 -1.406 0.009  0.131
C 3.581 0.367 3.530  -0.173
C 2.938 1.703 3.801  -0.171
C 1.791 1.708 2.814  -0.218
O 1.390 0.343 2.635  -0.171
C 2.383 -0.505 3.227  -0.204
H 4.182 -0.008 4.362  0.124
H 4.225 0.439 2.646  0.119
H 2.548 1.725 4.826  0.125
H 3.615 2.551 3.674  0.122
H 2.107 2.095 1.839  0.100
H 0.939 2.299 3.164  0.120
H 1.958 -0.928 4.144  0.124
H 2.623 -1.325 2.543  0.112
C -0.291 7.140 -0.445  -0.171
C -1.780 7.056 -0.230  -0.170
C -2.038 5.572 -0.375  -0.198
O -0.852 4.899 0.068  -0.194
C 0.196 5.867 0.211  -0.200
H 0.164 8.039 -0.022  0.124
H -0.070 7.116 -1.519  0.123
H -2.026 7.380 0.788  0.123
H -2.361 7.661 -0.931  0.124
H -2.206 5.299 -1.422  0.122
H -2.895 5.236 0.215  0.121
H 0.371 6.015 1.282  0.123
H 1.115 5.486 -0.244  0.119


No. 2
Below is the molecule C5H8S in a non-equilibrium geometry, with properties calculated with ωB97M-V with the def2-TZVPD basis set.

LUMO: 0.94 eV
Kohn-Sham gap: 9.51 eV
Total charge: 0
SMILES string: C/C=C/[C@H]1CS1
ΔE to the lowest compared entry with this formula, charge and spin: 1.709 eV
HOMO: -0.315 hartree

Last column: Löwdin charge in e.
Cartesian coordinates (Å):
C 2.472 -0.295 -0.345  -0.098
C 1.093 -0.619 0.342  -0.107
C -0.053 -0.002 0.052  -0.183
C -1.373 0.034 0.636  -0.557
C -2.396 0.750 -0.179  -0.503
H 2.697 -1.147 -1.036  0.073
H 2.563 0.715 -0.944  0.108
H 3.225 -0.320 0.395  0.030
H 1.231 -1.380 1.088  0.094
H -0.030 0.728 -0.658  0.068
H -1.582 0.040 1.664  0.087
H -3.274 1.313 0.355  0.111
H -1.951 1.184 -1.115  0.084
S -2.623 -1.000 -0.256  0.793


No. 3
Below is a structure of composition C5H11NO, with properties calculated with ωB97M-V with the def2-TZVPD basis set.

LUMO: 0.38 eV
Kohn-Sham gap: 8.25 eV
Total charge: 0
ΔE to the lowest compared entry with this formula, charge and spin: 4.230 eV
HOMO: -0.289 hartree

Last column: Löwdin charge in e.
Cartesian coordinates (Å):
C -2.036 -0.061 -0.909  -0.050
C -1.373 0.945 -0.034  -0.206
C -1.115 0.666 1.301  -0.010
N 0.588 -0.925 0.696  0.045
C 1.378 -0.179 -0.051  -0.679
O 1.056 0.976 -0.460  -0.118
C 2.768 -0.669 -0.462  -0.044
H -2.905 0.335 -1.440  0.087
H -1.270 -0.336 -1.643  0.104
H -2.296 -0.962 -0.349  0.089
H -1.002 1.874 -0.448  0.129
H -2.193 1.365 1.007  0.207
H -0.474 1.339 1.859  0.118
H -1.502 -0.227 1.767  0.099
H 1.001 -1.837 0.871  0.028
H 2.921 -0.463 -1.525  0.068
H 2.924 -1.737 -0.271  0.060
H 3.529 -0.103 0.089  0.072


No. 4
Below is a structure of composition C4H7NO2 in a non-equilibrium geometry, with properties calculated with ωB97M-V with the def2-TZVPD basis set.

LUMO (spin up / spin down): -0.24 / -0.24 eV
Kohn-Sham gap (spin up / spin down): 7.56 / 7.56 eV
Total charge: 0
ΔE to the lowest compared entry with this formula, charge and spin: 9.233 eV
HOMO (spin up / spin down): -0.287 / -0.287 hartree

Last column: Löwdin charge in e.
Cartesian coordinates (Å):
C -1.352 1.270 -0.097  -0.011
C 1.905 -0.118 -0.936  -0.053
N 1.140 0.401 0.192  0.020
O 0.926 -0.639 1.107  -0.071
O -0.483 0.125 -0.280  -0.162
C -0.503 -0.931 0.829  -0.399
C -1.483 -1.620 1.158  0.091
H -2.372 0.907 -0.186  0.094
H -1.116 1.968 -0.897  0.094
H -1.176 1.709 0.884  0.102
H 1.564 -1.106 -1.249  0.098
H 1.849 0.601 -1.752  0.090
H 2.939 -0.184 -0.586  0.100
H -1.839 -2.382 1.814  0.006


No. 5
Below is the ion C2H6N3S with charge +1 in a non-equilibrium geometry, with properties calculated with ωB97M-V with the def2-TZVPD basis set.

LUMO: -3.64 eV
Kohn-Sham gap: 9.51 eV
Total charge: +1
SMILES string: [NH2+]=C1NCSN1
ΔE to the lowest compared entry with this formula, charge and spin: 0.415 eV
HOMO: -0.483 hartree

Last column: Löwdin charge in e.
Cartesian coordinates (Å):
C 0.279 0.597 0.128  -0.407
C -0.514 -1.585 -0.313  -0.364
N 0.537 -0.724 0.126  0.064
N -1.013 0.952 -0.186  -0.208
N 1.202 1.535 0.380  0.223
S -2.004 -0.454 -0.583  0.950
H -0.381 -2.135 -1.353  0.136
H -0.890 -2.290 0.337  0.049
H 1.220 -1.265 0.625  0.171
H -1.257 1.735 -0.791  0.122
H 1.958 1.209 0.944  0.129
H 0.862 2.426 0.686  0.134


No. 6
Below is a structure of composition C3H4ClINP in a non-equilibrium geometry, with properties calculated with ωB97M-V with the def2-TZVPD basis set.

LUMO: -0.77 eV
Kohn-Sham gap: 8.13 eV
Total charge: 0
ΔE to the lowest compared entry with this formula, charge and spin: 0.131 eV
HOMO: -0.327 hartree

Last column: Löwdin charge in e.
Cartesian coordinates (Å):
C -0.310 1.629 0.828  -0.990
C 0.249 0.579 0.062  -1.078
C 0.249 -1.991 -0.997  -0.392
N -1.580 1.588 1.014  0.047
P -0.763 -0.722 -0.125  0.947
Cl 0.880 2.725 1.505  0.581
I 2.212 0.707 -0.667  0.871
H -0.391 -2.536 -1.777  0.059
H 1.043 -1.454 -1.427  -0.116
H 0.326 -2.698 -0.150  0.034
H -1.915 2.173 1.734  0.038


Q: total charge of number 3 (C5H11NO)?
A: 0